21
Properties=species:S:1:pos:R:3:forces:R:3 method="wB97M-V/def2-TZVPD" homo_lumo_gap_ev=8.88 lumo_energy_ev=-0.8 energy_ha=-714.94075 charge=0 relative_energy_kj_mol=681.51 homo_ev=-9.70
N 1.91804 -1.39464 0.04754 -0.03 -2.16 0.72
C 0.89111 0.66672 1.79716 -1.02 -1.04 -1.58
H -2.87109 0.39280 -0.30272 0.47 1.49 1.50
H -0.33015 0.71332 -1.23680 0.09 1.67 -1.20
H 1.48251 0.44603 2.66840 0.42 0.06 -0.14
H -2.04251 2.11538 0.01920 -0.71 -1.86 0.51
C -0.90889 -1.26932 -1.25292 -0.58 -3.02 1.63
N 1.91320 1.05722 -0.38690 1.64 -0.60 -0.87
C 1.25182 -0.15617 -0.20027 -2.87 0.92 2.40
C -2.28634 1.05282 0.44471 0.43 0.50 -0.70
N -1.01158 0.33110 0.63829 -0.78 0.53 0.09
H -0.38515 -2.29334 -1.15363 -0.14 1.75 -0.05
C -0.21390 -0.05668 -0.55727 -0.06 -3.53 0.13
H -1.92712 -1.61967 -0.76807 1.78 1.39 -0.96
O 2.82010 -1.80379 -0.64220 0.25 0.83 -0.47
H -1.02475 -1.11298 -2.31654 -0.19 0.19 -0.12
O 1.20346 1.96115 -0.75649 0.17 1.83 -0.26
H -2.69540 1.18068 1.49558 -0.04 -0.34 -1.65
N -0.32069 0.76142 1.63286 0.81 0.12 1.61
O 1.43855 -2.08595 0.96028 -0.08 0.91 -0.53
O 3.09878 1.11391 -0.13023 0.43 0.37 -0.06